1.
DFT (the ωB97M-V functional and the def2-TZVPD basis) results for a cluster of 3 separate species, CH9NO3 in total at a distorted geometry.

The charge is +1. Its spin multiplicity is 2. As for the LUMO energy (spin up / spin down): -0.136 / -0.359 Eh. As for the total energy: -323.5813 hartree. As for the maximum force: 0.102 hartree/bohr. The HOMO-LUMO gap (spin up / spin down) is 11.26 / 5.19 eV. Its energy above the lowest of the compared OMol25 structures with the same formula, charge and spin is 0.872 eV.

The geometry in XYZ format:
```
14
Properties=species:S:1:pos:R:3:forces:R:3:mulliken_charge:R:1
N -1.4022 -0.5622 1.3530 0.010 1.217 -5.128 -0.152
C -1.9109 -0.3968 -0.0170 2.565 -1.812 -2.390 -0.112
O -0.8473 -0.3297 -1.0681 -1.555 -0.744 3.991 -0.396
H -0.4856 -0.1059 1.4593 0.062 -0.651 0.759 0.293
H -2.1588 -0.2259 1.8509 -1.590 0.347 2.885 0.329
H -2.4781 0.5493 -0.1390 -0.198 0.059 0.491 0.345
H -2.6731 -1.2264 -0.3881 1.138 1.181 0.997 0.360
H -0.0627 -0.6189 -0.5253 -0.045 0.192 -1.455 0.306
H 2.2228 0.0362 0.2603 -0.055 0.775 -0.618 0.344
H 3.1235 -0.9691 0.8360 0.877 -0.635 0.272 0.323
O 2.2111 -0.7208 0.8388 -1.172 0.026 0.198 -0.636
H 2.0510 1.7403 -2.0147 -0.205 -0.545 0.870 0.327
H 0.7175 1.5495 -1.2265 2.077 -0.472 -0.110 0.320
O 1.6927 1.2803 -1.2195 -1.909 1.062 -0.762 -0.653
```
Positions in Å, forces in eV/Å.

2.
DFT (the ωB97M-V functional and the def2-TZVPD basis) results for a structure of composition C15H33AlO6PS2 at a distorted geometry.

The charge is -1. As for the LUMO energy: 0.078 Eh. As for the total energy: -2422.9957 hartree. As for the maximum force: 0.033 hartree/bohr. The HOMO-LUMO gap is 6.41 eV.

The geometry in XYZ format:
```
58
Properties=species:S:1:pos:R:3:forces:R:3:mulliken_charge:R:1
C 4.0896 2.0243 1.3310 0.342 0.003 -0.157 -1.327
C 4.1686 1.0873 0.1331 -0.350 -0.177 -0.022 -0.291
C 3.8513 -0.3581 0.5398 -0.397 0.473 -0.584 -0.887
C 2.3353 -0.6682 0.4677 0.904 -0.317 0.722 0.026
C 1.9537 -1.7233 1.5367 0.077 0.910 -0.104 -1.103
C 1.0193 -1.1456 2.6153 -0.123 -0.854 0.479 -0.547
C -0.2552 -1.9501 2.9419 -0.375 0.221 -0.321 -1.077
C -1.0058 -2.6435 1.7872 0.076 0.458 -0.125 -0.888
Al -1.2695 -1.6037 0.0777 0.973 0.269 0.304 -0.192
C -1.6297 0.3667 0.2938 -0.636 -0.311 -0.437 -0.761
C -3.1469 0.7152 0.4217 1.346 -0.262 0.254 -0.261
C -3.3284 1.8158 1.4586 -0.701 -0.357 0.132 -0.788
C -4.7454 2.4267 1.6125 0.822 -0.346 -0.378 -0.767
S -5.9238 2.0666 0.3346 -0.972 1.399 0.089 1.218
O -7.1164 2.7705 0.6873 -0.523 -0.021 0.730 -0.705
O -5.4425 2.3932 -0.9705 0.808 -0.649 -0.429 -0.615
O -6.2235 0.5264 0.4848 0.234 -0.093 -0.409 -0.439
P -3.1533 -2.6223 -1.0226 -0.117 0.074 0.404 0.172
S -4.6686 -2.9506 0.2314 -0.526 -0.013 0.181 -0.547
H 5.0345 1.9852 1.8689 0.049 0.034 0.291 0.324
H 3.2956 1.7310 2.0124 -0.174 -0.009 0.059 0.279
H 3.9248 3.0546 1.0282 -0.037 0.174 0.008 0.395
H 5.1509 1.1536 -0.3305 0.170 0.080 -0.068 0.490
H 3.4327 1.3970 -0.5997 0.000 0.062 -0.235 0.043
H 4.3588 -1.0548 -0.1249 0.320 -0.175 0.169 0.273
H 4.2116 -0.4631 1.5617 0.134 -0.395 0.110 0.519
H 1.8266 0.2782 0.6299 -0.414 -0.002 0.095 0.265
H 2.0737 -0.9931 -0.5261 -0.083 -0.052 -0.172 0.145
H 1.5753 -2.6386 1.0946 -0.312 0.006 -0.137 0.494
H 2.8875 -1.9816 2.0268 0.127 -0.362 0.130 0.467
H 1.5914 -1.1115 3.5433 0.043 0.253 0.183 0.409
H 0.7323 -0.1192 2.4106 0.034 0.144 -0.371 0.279
H -0.0588 -2.6638 3.7428 0.188 -0.183 0.086 0.413
H -0.9598 -1.2367 3.3718 -0.064 0.114 0.203 0.277
H -0.5214 -3.5922 1.5472 -0.029 -0.168 -0.065 0.429
H -2.0008 -2.8710 2.1679 -0.178 -0.291 0.003 0.569
H -0.0388 -1.8673 -0.9427 -0.094 -0.091 -0.198 -0.274
H -1.0610 0.7838 1.1264 0.051 -0.042 0.200 0.354
H -1.2651 0.8739 -0.5986 0.295 0.109 -0.083 0.428
H -3.6699 -0.1866 0.7239 -0.496 0.050 0.074 0.052
H -3.4818 1.0157 -0.5636 -0.301 0.064 -0.087 0.473
H -3.0792 1.3708 2.4184 0.142 -0.019 0.196 0.213
H -2.5936 2.5948 1.2936 0.014 0.273 -0.213 0.422
H -5.2113 2.1725 2.5550 -0.264 -0.215 0.077 0.402
H -4.6698 3.5063 1.5770 -0.262 0.277 -0.110 0.323
H -6.1082 0.0856 -0.3797 0.204 -0.129 0.405 0.363
H -2.7971 -3.8551 -1.6234 -0.015 0.245 -0.358 0.025
H -3.6325 -1.8540 -2.1148 0.219 -0.313 -0.232 0.000
C 3.3018 1.0132 -5.1428 0.045 0.059 -0.119 -0.348
C 3.6322 -0.4019 -4.7156 0.064 -0.113 -0.094 -0.324
O 3.3199 -0.3825 -3.3240 0.020 0.110 -0.108 -0.265
C 2.4156 0.6098 -3.1042 -0.128 -0.081 0.101 0.528
O 1.8341 0.7736 -2.0884 -0.082 0.235 -0.312 -0.399
O 2.2798 1.3828 -4.2181 0.105 -0.099 -0.019 -0.360
H 2.9341 1.0778 -6.1641 -0.153 0.045 0.061 0.289
H 4.1483 1.6930 -5.0238 0.016 -0.027 0.030 0.258
H 3.0021 -1.1452 -5.2080 -0.036 0.031 -0.001 0.275
H 4.6766 -0.6625 -4.8693 0.020 -0.009 0.171 0.276
```
Positions in Å, forces in eV/Å.

3.
DFT (the ωB97M-V functional and the def2-TZVPD basis) results for a cluster of 2 separate species, C2H6OS2 in total at a distorted geometry.

The charge is 0. As for the LUMO energy: 0.014 Eh. As for the total energy: -951.3564 hartree. As for the maximum force: 0.057 hartree/bohr. The HOMO-LUMO gap is 9.38 eV. Its energy above the lowest of the compared OMol25 structures with the same formula, charge and spin is 0.970 eV. The SMILES is C=CO.SS.

The geometry in XYZ format:
```
11
Properties=species:S:1:pos:R:3:forces:R:3:mulliken_charge:R:1
C 0.3684 1.2272 -1.0355 -1.808 -2.316 -0.205 -0.512
C -0.4232 0.1161 -1.1016 0.356 1.253 0.564 -0.111
O -1.7423 0.0569 -0.5527 2.064 0.462 0.371 -0.459
H 1.2910 1.2702 -1.6219 -0.169 -0.086 0.785 0.255
H 0.0038 1.9985 -0.3840 0.055 0.812 -0.372 0.242
H 0.0040 -0.8481 -1.3683 -0.408 0.071 -0.669 0.316
H -2.3764 -0.1439 -1.2361 -0.053 -0.204 -0.437 0.296
S 0.4448 -0.1645 2.5792 0.038 -0.409 0.002 -0.171
S 1.0593 -1.9474 1.6817 -0.033 0.233 0.291 -0.195
H -0.7583 -0.1193 1.9895 0.027 0.105 -0.190 0.171
H 2.1288 -1.4456 1.0497 -0.069 0.079 -0.140 0.167
```
Positions in Å, forces in eV/Å.

4.
DFT (the ωB97M-V functional and the def2-TZVPD basis) results for a cluster of 2 separate species, C4H10NP in total at a distorted geometry.

The charge is 0. As for the LUMO energy: 0.038 Eh. As for the total energy: -554.3922 hartree. As for the maximum force: 0.088 hartree/bohr. The HOMO-LUMO gap is 10.19 eV. Its energy above the lowest of the compared OMol25 structures with the same formula, charge and spin is 2.517 eV. The SMILES is C1NP1.C=CC.

The geometry in XYZ format:
```
16
Properties=species:S:1:pos:R:3:forces:R:3:mulliken_charge:R:1
C 2.5184 -0.0582 1.5125 2.987 -0.483 -0.005 -0.360
N 1.6555 -0.8187 0.7232 -2.056 1.508 0.032 -0.352
P 2.5348 0.2706 -0.3310 -0.940 1.121 0.536 0.005
H 2.1277 0.6632 2.1331 -1.269 1.569 1.146 0.198
H 3.4116 -0.5318 2.0376 -0.977 0.428 -1.177 0.250
H 2.0172 -1.6893 0.6272 0.912 -3.508 -0.457 0.257
H 1.3813 1.2342 -0.3293 1.341 -0.609 -0.088 0.004
C -2.3396 -0.9897 -1.1727 -0.285 -2.105 -3.986 -0.718
C -1.4763 0.0020 -1.1878 1.244 0.691 -0.054 0.262
C -1.5009 1.0552 -0.1057 2.609 -2.288 1.365 -1.055
H -2.5355 -1.6464 -2.1283 1.034 1.000 1.928 0.182
H -3.0110 -1.2834 -0.4155 -0.780 0.523 1.065 0.294
H -0.5945 0.1070 -1.9357 -2.048 -0.249 0.908 0.197
H -2.4637 1.1138 0.3999 0.093 0.667 -0.382 0.378
H -0.7426 0.6733 0.6999 -1.193 0.684 -1.078 0.157
H -0.9824 1.8982 -0.5274 -0.672 1.051 0.245 0.302
```
Positions in Å, forces in eV/Å.

5.
DFT (the ωB97M-V functional and the def2-TZVPD basis) results for a structure of composition C18H54InO24P6 at a distorted geometry.

The charge is +3. As for the LUMO energy: -0.517 Eh. As for the total energy: -4761.7256 hartree. As for the maximum force: 0.059 hartree/bohr. The HOMO-LUMO gap is 3.41 eV.

The geometry in XYZ format:
```
103
Properties=species:S:1:pos:R:3:forces:R:3:mulliken_charge:R:1
In 0.1261 0.0069 0.0384 -0.523 0.490 -0.695 2.188
C 2.5637 -0.2913 5.9950 -1.258 0.040 1.895 -0.920
O 1.9770 -0.1356 4.6854 0.467 -0.965 -1.036 0.064
P 1.8050 -1.4364 3.7795 0.398 0.674 2.909 0.199
O 1.3305 -1.1136 2.4212 -0.802 0.295 -1.892 0.038
O 0.8418 -2.3693 4.6638 0.058 0.352 -0.942 -0.348
C -0.2242 -3.0585 4.0019 0.194 -0.860 -1.638 -0.261
O 3.2236 -2.1013 3.9022 -0.073 -0.068 -0.522 -0.294
C 3.4849 -3.4461 3.4419 -0.166 -0.310 0.154 -0.646
H 3.4936 0.2297 6.2094 0.223 -0.094 -0.959 0.309
H 2.5904 -1.3229 6.3431 0.411 -0.136 -0.510 0.344
H 1.8487 0.1417 6.6993 -0.068 0.238 -0.204 0.315
H -0.9648 -2.3935 3.5591 -0.210 0.189 0.680 0.243
H -0.6398 -3.8790 4.5799 -0.039 0.591 0.713 0.414
H 0.1695 -3.5758 3.1174 0.241 0.050 0.022 -0.152
H 3.7618 -3.4351 2.3907 -0.063 0.109 -0.007 0.251
H 2.6120 -4.0731 3.6267 -0.059 0.002 -0.151 0.285
H 4.2994 -3.8846 4.0129 0.082 0.403 0.123 0.342
C -2.5963 4.0149 2.0507 0.087 -0.345 0.929 -0.638
O -2.4201 4.4885 0.7229 0.151 -0.547 -1.119 -0.285
P -1.1129 4.1406 -0.1053 0.223 2.088 -0.013 -0.072
O -0.7239 2.7094 -0.0817 0.278 -1.095 -0.011 0.465
O -0.0153 5.1463 0.4854 -0.642 -1.362 -0.176 -0.018
C -0.3066 6.5686 0.4598 0.352 0.337 -0.721 -0.866
O -1.4326 4.7564 -1.5412 -0.626 -1.273 1.468 -0.312
C -0.9255 4.2003 -2.7414 0.952 0.312 -1.408 -0.484
H -2.1116 4.6967 2.7493 -0.142 0.067 -0.004 0.315
H -2.1749 3.0202 2.2172 0.209 0.014 -0.332 0.097
H -3.6574 3.9194 2.2703 -0.030 0.381 -0.202 0.389
H -0.4360 6.9560 1.4663 -0.032 -0.181 0.020 0.264
H -1.1588 6.8024 -0.1762 -0.210 -0.152 0.266 0.401
H 0.5440 7.0333 -0.0364 0.111 0.047 0.303 0.303
H -0.5956 3.1597 -2.7544 -0.214 -0.009 0.926 -0.042
H -0.0535 4.8022 -3.0038 -0.071 -0.037 -0.222 0.376
H -1.6618 4.2694 -3.5405 -0.192 0.319 0.298 0.268
C 1.9988 -4.7081 0.1016 1.432 0.642 0.892 -0.517
O 0.6747 -5.1787 0.2541 -1.575 0.807 -0.107 -0.315
P -0.5580 -4.2493 -0.1842 -0.624 -1.979 -0.455 -0.085
O -0.4104 -2.8174 0.1682 0.246 1.784 0.202 0.174
O -0.6837 -4.5050 -1.7398 -0.169 -0.024 0.904 0.103
C -0.6214 -5.8807 -2.2358 0.218 0.003 -1.284 -0.859
O -1.8654 -4.9333 0.4447 1.569 1.349 -0.768 -0.294
C -1.8852 -5.5650 1.7189 0.044 -2.227 0.513 -0.658
H 2.1398 -3.6931 -0.2808 -0.720 -0.060 -0.412 0.168
H 2.6093 -5.3842 -0.4939 -0.275 -0.213 0.059 0.408
H 2.4022 -4.6171 1.1109 0.210 -0.447 -0.097 0.053
H -0.3466 -6.6418 -1.5114 -0.124 0.307 0.312 0.441
H 0.1219 -5.8710 -3.0334 0.250 0.025 0.221 0.288
H -1.5381 -6.1437 -2.7596 -0.329 0.198 0.522 0.290
H -2.7782 -5.3853 2.3137 0.047 0.859 -0.298 0.305
H -0.9664 -5.4822 2.2988 -0.049 0.551 -0.098 0.241
H -1.9558 -6.6361 1.5002 0.059 0.033 0.032 0.310
C 1.7741 -0.1192 -5.9266 1.113 -0.333 -0.096 -0.771
O 1.3295 -0.0993 -4.5563 -1.146 -0.836 1.551 -0.232
P 0.6290 -1.3443 -3.8764 -0.384 -0.120 -2.680 -0.122
O 0.4097 -1.1967 -2.4134 0.246 0.829 2.353 0.517
O -0.7338 -1.5364 -4.6915 1.145 0.209 0.894 -0.154
C -1.5823 -2.6486 -4.3109 -0.054 -0.798 -0.377 -0.034
O 1.4517 -2.6637 -4.2645 -0.984 1.232 0.856 -0.256
C 2.4769 -3.1367 -3.4033 1.708 -1.195 -0.354 -0.633
H 2.8572 -0.2236 -5.8488 -0.045 0.060 -0.353 0.303
H 1.5458 0.8415 -6.3791 -0.271 -0.173 -0.021 0.280
H 1.3843 -0.9860 -6.4570 -0.220 0.267 -0.146 0.376
H -2.4532 -2.3197 -3.7497 0.237 0.260 0.108 0.140
H -1.0075 -3.3872 -3.7557 -0.108 0.142 0.159 -0.177
H -1.9132 -3.1427 -5.2232 0.031 0.237 -0.110 0.332
H 3.2578 -3.5312 -4.0582 -0.001 0.264 -0.112 0.383
H 2.2038 -4.0257 -2.8331 -0.688 0.360 0.164 0.077
H 2.9686 -2.3993 -2.7700 -0.447 0.268 0.000 0.337
C -4.6016 -0.2986 -4.3960 -0.877 -0.138 -0.452 -0.785
O -3.7394 -0.3445 -3.2283 0.391 0.328 -0.161 -0.283
P -3.1074 1.0001 -2.7102 -0.983 0.796 -0.503 -0.070
O -1.9542 0.7482 -1.7808 0.342 -0.214 0.448 0.474
O -2.7138 1.8453 -4.0145 -0.288 -0.462 1.033 -0.300
C -1.5491 1.5080 -4.7842 0.270 -0.075 -0.560 -0.659
O -4.3392 1.8605 -2.1419 1.447 -0.864 -0.633 -0.352
C -4.5366 1.9925 -0.7187 0.047 0.258 0.148 -0.562
H -4.7264 0.6863 -4.8433 0.426 0.165 0.276 0.364
H -5.6081 -0.6075 -4.1209 0.174 -0.245 0.247 0.332
H -4.2117 -0.9667 -5.1606 0.142 -0.089 0.183 0.289
H -0.6853 1.5152 -4.1228 0.124 -0.050 -0.213 0.198
H -1.4346 2.2164 -5.6035 -0.133 0.533 0.465 0.406
H -1.6187 0.5644 -5.3250 -0.325 -0.282 0.567 0.280
H -5.5809 1.8408 -0.4543 -0.033 -0.148 -0.400 0.399
H -4.2736 3.0189 -0.4667 0.174 -0.160 0.222 0.181
H -3.9273 1.2489 -0.2066 0.017 0.231 0.236 0.159
C 2.6097 5.5342 2.9464 0.562 0.137 1.406 -0.680
O 2.3782 4.4258 2.0775 -0.958 -1.470 -1.033 -0.197
P 1.7124 3.1043 2.6490 0.295 0.459 1.318 0.069
O 1.2861 2.0417 1.6757 0.126 -0.212 -0.438 0.051
O 2.7412 2.5479 3.7367 -1.498 0.246 -0.582 -0.097
C 4.0122 2.0269 3.3749 0.479 0.304 -0.217 -0.770
O 0.5370 3.6583 3.5746 0.620 -0.534 -1.000 -0.137
C 0.0358 2.8608 4.6567 0.606 -0.874 0.560 -0.514
H 1.7030 6.0694 3.2241 -0.132 -0.169 -0.334 0.225
H 3.3390 6.2187 2.5215 -0.138 -0.225 -0.425 0.288
H 3.0462 5.1227 3.8607 0.001 0.304 0.098 0.329
H 4.6853 2.8868 3.3880 0.367 -0.425 0.099 0.289
H 4.0259 1.5895 2.3738 -0.163 -0.043 0.062 0.346
H 4.2557 1.2665 4.1122 0.224 0.150 -0.060 0.134
H 0.4202 1.8357 4.6687 -0.002 0.004 -0.619 0.033
H -1.0466 2.8002 4.5960 0.017 0.455 0.267 0.312
H 0.4706 3.2471 5.5784 -0.680 0.465 0.075 0.299
```
Positions in Å, forces in eV/Å.

Q: What is the formula in the fourth record?
A: C4H10NP

Q: Which of these has the highest total energy?
A: CH9NO3